Entry from the OMol25 dataset: a 12-piece molecular cluster, C24H72N6O12 overall (wB97M-V/def2-TZVPD).

Each line ends with the Löwdin charge.
CARTESIAN COORDINATES (ANGSTROEM)
O (-7.74, 12.75, 11.61)  -0.138
O (-5.83, 18.95, 16.97)  0.030
O (-5.97, 17.44, 12.62)  -0.064
O (-5.20, 12.45, 19.72)  -0.122
O (0.42, 11.98, 16.60)  0.028
O (-1.96, 16.40, 15.58)  -0.008
O (-4.25, 14.45, 15.86)  -0.153
O (-7.55, 18.13, 14.93)  -0.149
O (-5.44, 10.45, 14.28)  0.053
O (-3.44, 15.54, 12.74)  -0.004
O (-9.14, 13.53, 17.66)  0.065
O (-3.70, 14.54, 18.33)  -0.080
N (-4.46, 17.18, 10.83)  0.144
N (-2.44, 15.36, 20.12)  0.192
N (-1.80, 15.89, 18.21)  0.202
N (-5.94, 14.11, 12.37)  0.180
N (-6.35, 16.20, 10.69)  0.157
N (-6.85, 12.88, 13.77)  0.176
C (-1.67, 17.57, 15.27)  -0.639
C (-5.70, 17.46, 18.80)  -0.008
C (-2.69, 15.25, 18.89)  -0.625
C (-7.07, 13.68, 17.52)  -0.037
C (-5.23, 10.81, 15.45)  -0.686
C (-0.37, 18.03, 16.03)  -0.003
C (-6.37, 10.49, 16.35)  -0.024
C (-4.13, 11.57, 19.70)  -0.169
C (-1.38, 15.32, 11.75)  -0.027
C (-8.25, 14.24, 19.58)  -0.011
C (-0.83, 10.67, 17.84)  -0.021
C (-8.28, 14.25, 18.12)  -0.713
C (-1.78, 12.66, 16.49)  -0.040
C (-2.77, 18.52, 15.48)  -0.032
C (-0.61, 12.10, 17.32)  -0.609
C (-4.97, 15.67, 15.70)  -0.132
C (-2.67, 14.70, 12.26)  -0.620
C (-4.96, 19.86, 18.75)  -0.028
C (-5.96, 18.84, 18.21)  -0.625
C (-2.38, 13.61, 13.31)  -0.006
C (-5.63, 16.99, 11.36)  -0.651
C (-8.56, 17.67, 15.88)  -0.106
C (-6.84, 13.23, 12.55)  -0.639
C (-4.01, 10.12, 15.91)  -0.046
H (-3.02, 18.39, 16.60)  0.108
H (-1.78, 13.78, 16.38)  0.072
H (-9.00, 18.33, 16.63)  0.096
H (-1.98, 15.93, 17.20)  0.075
H (-0.40, 18.08, 17.08)  0.045
H (-5.12, 14.35, 12.97)  0.109
H (-6.11, 10.79, 17.40)  0.087
H (-6.16, 14.16, 17.72)  0.049
H (-9.25, 14.20, 19.95)  0.076
H (-5.99, 15.53, 16.02)  0.050
H (-6.58, 18.64, 16.47)  0.056
H (-4.69, 17.14, 18.65)  0.060
H (-9.97, 13.72, 18.11)  0.127
H (-4.33, 10.98, 18.84)  0.042
H (-1.24, 16.60, 18.66)  0.115
H (-2.68, 12.52, 17.08)  0.059
H (-6.80, 12.68, 17.80)  0.064
H (-7.62, 12.33, 14.04)  0.123
H (-5.11, 15.87, 14.57)  0.097
H (-3.21, 10.29, 15.14)  0.106
H (-3.17, 12.96, 13.47)  0.053
H (-6.08, 16.08, 9.71)  0.152
H (-7.60, 13.45, 20.01)  0.097
H (-6.06, 17.42, 19.84)  0.103
H (-4.08, 16.75, 9.93)  0.178
H (-4.98, 11.92, 15.45)  0.140
H (-5.06, 19.91, 19.80)  0.066
H (-0.87, 15.72, 12.64)  0.077
H (-2.79, 16.18, 15.24)  0.046
H (-4.00, 10.93, 20.62)  0.108
H (0.10, 10.22, 18.25)  0.092
H (-7.33, 16.14, 10.97)  0.165
H (-6.89, 19.14, 18.53)  0.119
H (-3.09, 14.88, 20.70)  0.121
H (-0.62, 14.66, 11.37)  0.072
H (-3.68, 10.50, 16.81)  0.017
H (-5.30, 20.78, 18.42)  0.056
H (-0.50, 12.87, 18.13)  0.138
H (-1.50, 17.60, 14.16)  0.145
H (-7.48, 17.46, 14.22)  0.057
H (-6.27, 16.90, 18.15)  0.030
H (-7.90, 15.18, 20.01)  0.078
H (-2.16, 14.13, 14.19)  0.036
H (-6.06, 11.04, 13.99)  0.023
H (-3.92, 19.63, 18.55)  0.077
H (-7.22, 11.06, 16.09)  0.050
H (-6.37, 13.47, 14.44)  0.103
H (-8.08, 16.93, 16.49)  0.037
H (-1.88, 12.19, 15.53)  0.066
H (-8.42, 15.25, 17.81)  0.112
H (-4.15, 9.07, 16.08)  0.089
H (-1.54, 16.16, 11.02)  0.084
H (-4.50, 16.40, 16.24)  0.031
H (-3.80, 16.02, 12.07)  -0.016
H (-6.48, 9.37, 16.32)  0.114
H (-3.66, 18.24, 14.96)  0.072
H (-4.97, 13.11, 19.10)  -0.006
H (-7.23, 13.67, 16.42)  0.090
H (-9.28, 17.25, 15.20)  0.083
H (-3.22, 12.18, 19.48)  0.068
H (-3.91, 17.96, 11.28)  0.178
H (-3.95, 14.40, 16.78)  -0.014
H (-1.57, 12.91, 13.04)  0.102
H (-6.04, 14.78, 11.57)  0.071
H (-3.23, 14.28, 11.41)  0.141
H (0.50, 17.45, 15.72)  0.083
H (-1.22, 10.17, 17.00)  0.052
H (-2.53, 19.56, 15.22)  0.099
H (0.55, 12.78, 16.13)  0.097
H (-1.73, 16.10, 20.44)  0.180
H (-1.72, 10.60, 18.56)  0.088
H (-0.28, 19.00, 15.58)  0.070

## Properties
**Highest occupied orbital energy**: -8.95 eV
**Energy relative to the best compared isomer or geometry (same formula, charge and spin)**: 297.5 kcal/mol
**LUMO energy**: -0.204 eV

=====

Entry from the OMol25 dataset: an isolated ion of composition CHO4PS and charge -2 (wB97M-V/def2-TZVPD).

Each line ends with the natural charge from an NBO analysis.
CARTESIAN COORDINATES (ANGSTROEM)
S (1.54, -2.32, 1.29)  -0.499
P (-0.55, 1.15, -0.60)  2.483
O (-1.64, 0.82, 0.41)  -1.227
O (-0.68, 0.54, -1.96)  -1.214
O (0.10, 2.46, -0.49)  -1.211
O (0.92, 0.01, 0.29)  -0.663
C (0.63, -1.16, 0.57)  0.196
H (-0.32, -1.50, 0.47)  0.135

## Properties
**Net charge**: -2
**Highest occupied orbital energy**: -0.51 eV
**Energy relative to the best compared isomer or geometry (same formula, charge and spin)**: 0.0 kcal/mol
**LUMO energy**: 5.611 eV

=====

Entry from the OMol25 dataset: one molecule with the formula C2HO2P (wB97M-V/def2-TZVPD).

Each line ends with the natural charge from an NBO analysis.
CARTESIAN COORDINATES (ANGSTROEM)
P (-0.41, 0.89, -0.61)  0.186
O (-3.13, 0.52, 0.37)  -0.496
O (-0.88, -2.12, -0.16)  -0.385
C (-2.10, 0.14, -0.13)  0.116
C (-1.46, -1.08, -0.19)  0.585
H (-0.12, 0.01, -1.77)  -0.006

## Properties
**Highest occupied orbital energy (alpha / beta)**: -9.05 / -9.06 eV
**Energy relative to the best compared isomer or geometry (same formula, charge and spin)**: 56.4 kcal/mol
**LUMO energy (alpha / beta)**: -1.889 / -1.861 eV

=====

Entry from the OMol25 dataset: a 2-piece molecular cluster, C5H14NO overall (wB97M-V/def2-TZVPD).

Each line ends with the natural charge from an NBO analysis.
CARTESIAN COORDINATES (ANGSTROEM)
O (-2.68, 3.43, 0.82)  -0.981
N (-0.85, 0.84, -0.23)  -0.684
C (0.43, 0.00, 0.00)  -0.030
C (1.55, 0.68, -0.77)  -0.659
C (1.39, -2.61, 0.94)  -0.360
C (0.12, -1.35, -0.69)  -0.492
C (0.28, -2.55, 0.23)  -0.208
H (0.74, -1.44, -1.60)  0.248
H (2.57, 0.50, -0.44)  0.270
H (-1.07, 0.81, -1.23)  0.440
H (-2.30, 3.54, 1.70)  0.484
H (1.42, 0.62, -1.85)  0.231
H (0.52, 0.00, 1.08)  0.242
H (2.14, -1.85, 1.03)  0.188
H (1.52, 1.81, -0.71)  0.227
H (-1.69, 0.37, 0.16)  0.440
H (-3.57, 3.76, 0.78)  0.500
H (-0.44, -3.36, 0.23)  0.232
H (1.63, -3.51, 1.54)  0.223
H (-0.85, -1.47, -1.23)  0.227
H (-0.86, 1.78, 0.21)  0.462

## Properties
**Net charge**: +1
**Highest occupied orbital energy**: -13.36 eV
**Energy relative to the best compared isomer or geometry (same formula, charge and spin)**: 45.4 kcal/mol
**LUMO energy**: -3.286 eV

=====

Entry from the OMol25 dataset: C8H7CoN2O5 as an isolated structure (wB97M-V/def2-TZVPD).

Each line ends with the natural charge from an NBO analysis.
CARTESIAN COORDINATES (ANGSTROEM)
Co (0.03, -0.67, -2.35)  0.930
O (0.01, -2.83, -0.45)  -0.304
O (-2.50, 0.73, -2.66)  -0.251
O (0.04, 4.93, 0.17)  -0.423
O (-0.13, -2.93, -5.31)  -0.352
O (2.55, 0.59, -2.94)  -0.244
N (0.06, 0.31, -0.35)  -0.798
N (-0.04, 0.00, 2.03)  -0.371
C (-0.06, -2.57, -4.22)  0.456
C (1.54, 0.02, -2.78)  0.408
C (0.01, -1.96, -1.24)  0.389
C (0.21, 0.49, 0.86)  0.659
C (-1.53, 0.08, -2.66)  0.421
C (0.13, 3.90, -0.31)  0.433
C (1.04, -0.77, 2.64)  -0.421
C (-1.15, 0.52, 2.84)  -0.400
H (-1.18, 1.62, 2.81)  0.246
H (1.09, -1.80, 2.23)  0.231
H (2.02, -0.29, 2.56)  0.241
H (-0.91, 0.16, 3.83)  0.243
H (0.75, -0.80, 3.67)  0.245
H (-2.10, 0.09, 2.49)  0.240
H (0.12, 1.17, -0.88)  0.421

## Properties
**Net charge**: +2
**Spin multiplicity**: 5
**Highest occupied orbital energy (alpha / beta)**: -14.10 / -17.99 eV
**Energy relative to the best compared isomer or geometry (same formula, charge and spin)**: 7.5 kcal/mol
**LUMO energy (alpha / beta)**: -9.034 / -12.109 eV

=====

Entry from the OMol25 dataset: a 2-piece molecular cluster, C3H8N2O2S2 overall (wB97M-V/def2-TZVPD).

Each line ends with the natural charge from an NBO analysis.
CARTESIAN COORDINATES (ANGSTROEM)
S (2.71, -0.91, 1.79)  0.026
S (2.59, -0.54, -1.16)  -0.184
O (-0.91, 0.27, -1.80)  -0.721
O (-1.16, -1.85, -0.82)  -0.720
N (-1.64, 1.48, 0.61)  -0.840
N (1.34, 0.91, 0.54)  -0.763
C (-1.43, -0.52, -0.76)  0.495
C (2.24, -0.06, 0.34)  -0.101
C (-1.79, 0.05, 0.35)  -0.155
H (2.98, -2.18, 1.19)  0.185
H (-2.22, -0.54, 1.09)  0.201
H (0.91, 1.52, -0.18)  0.434
H (-1.44, 1.94, -0.27)  0.379
H (-0.27, -2.14, -1.07)  0.499
H (-0.61, -0.44, -2.48)  0.492
H (-2.47, 1.80, 1.10)  0.374
H (1.18, 1.20, 1.53)  0.399

## Properties
**Highest occupied orbital energy**: -7.93 eV
**Energy relative to the best compared isomer or geometry (same formula, charge and spin)**: 0.6 kcal/mol
**LUMO energy**: 0.259 eV

=====

Entry from the OMol25 dataset: a 3-piece molecular cluster, C24H29BrF5N3O12S2 overall (wB97M-V/def2-TZVPD).

Each line ends with the Löwdin charge.
CARTESIAN COORDINATES (ANGSTROEM)
Br (1.62, -2.03, 1.72)  0.829
S (-6.92, 0.35, 0.09)  0.827
S (1.39, 1.86, -0.53)  0.961
F (-2.07, 1.64, -1.23)  0.028
F (1.16, 2.70, -3.09)  0.004
F (-1.03, 3.90, -1.47)  0.048
F (0.26, 0.52, -2.77)  0.032
F (-1.66, 2.50, -3.41)  0.037
O (4.83, 7.78, -0.27)  0.061
O (0.34, 2.18, 0.61)  -0.328
O (2.75, 0.44, 1.32)  -0.127
O (2.66, -3.87, 4.24)  0.094
O (3.10, -0.36, -1.00)  -0.099
O (1.22, -2.64, 5.52)  0.050
O (5.29, 6.07, -1.66)  0.063
O (-4.66, 0.97, 1.72)  -0.117
O (2.36, 3.10, -0.49)  -0.328
O (6.42, 8.04, -1.90)  0.131
O (3.40, -2.71, 6.07)  0.066
O (0.81, -1.80, -0.96)  -0.221
N (5.35, 1.42, 1.25)  0.154
N (-5.69, -1.24, 2.42)  0.008
N (-4.58, -0.95, 3.22)  -0.057
C (-1.11, 2.49, -2.01)  -0.132
C (4.10, 1.02, 1.26)  -0.115
C (2.18, 0.24, -0.05)  -0.462
C (3.85, 6.78, -0.05)  -0.139
C (-3.05, -4.34, -1.11)  -0.218
C (-4.35, -2.13, -2.15)  -0.205
C (-3.88, 0.36, 2.84)  -0.027
C (-0.60, -2.29, -1.00)  -0.185
C (5.59, 7.36, -1.33)  -0.516
C (2.45, -3.14, 5.19)  -0.530
C (-5.87, -1.46, -2.01)  -0.249
C (0.40, 1.84, -2.12)  -0.226
C (-5.84, 0.10, -1.47)  -0.453
C (-4.47, -3.64, -1.51)  -0.221
C (3.58, 0.54, -2.05)  -0.171
C (5.95, -0.81, -3.53)  0.066
C (-1.02, -2.99, -2.43)  -0.171
C (-5.72, -0.03, 1.50)  -0.466
C (-1.92, -4.36, -2.30)  -0.205
C (4.46, 5.56, -0.64)  -0.146
C (2.79, -1.71, 6.88)  -0.141
C (0.96, -0.88, 0.17)  -0.511
C (4.84, -0.28, -2.79)  -0.021
C (1.34, -2.04, 6.79)  -0.141
H (-1.21, -5.31, -2.23)  0.124
H (-2.91, 0.83, 3.32)  0.139
H (-6.45, -1.60, -3.03)  0.118
H (-2.70, -3.89, -0.09)  0.105
H (-0.68, -3.04, -0.07)  0.129
H (-4.77, 0.51, -1.27)  0.075
H (3.03, -0.73, 6.46)  0.137
H (3.64, 6.67, 1.02)  0.138
H (-6.50, -2.07, -1.20)  0.097
H (-5.10, -3.58, -0.50)  0.116
H (2.93, 7.08, -0.56)  0.137
H (-3.30, -5.49, -0.88)  0.121
H (3.71, 4.88, -1.05)  0.105
H (-2.49, -4.48, -3.33)  0.120
H (3.17, -1.76, 7.90)  0.138
H (0.71, -1.14, 6.86)  0.138
H (-0.03, -0.40, 0.56)  0.126
H (-4.06, -2.19, -3.31)  0.118
H (-1.38, -1.43, -0.81)  0.119
H (4.08, 1.54, -1.65)  0.145
H (-1.55, -2.20, -3.14)  0.113
H (2.81, 0.73, -2.93)  0.135
H (-0.02, -3.28, -3.00)  0.128
H (-5.14, -4.31, -2.23)  0.130
H (5.08, 5.01, 0.08)  0.139
H (1.02, -2.75, 7.55)  0.137
H (7.03, -0.91, -3.99)  0.060
H (-6.39, 0.74, -2.32)  0.095
H (-3.54, -1.45, -1.66)  0.090

## Properties
**Highest occupied orbital energy**: -9.35 eV
**LUMO energy**: -1.932 eV

=====

Entry from the OMol25 dataset: C35H49GeMgN4O3 as an isolated structure (wB97M-V/def2-TZVPD).

Each line ends with the Löwdin charge.
CARTESIAN COORDINATES (ANGSTROEM)
Ge (-0.20, -0.12, 2.78)  1.120
Mg (-0.27, -0.64, 0.00)  0.701
O (-1.62, 0.57, 1.89)  -0.274
O (-0.29, -1.75, 1.81)  -0.301
O (1.02, 0.46, 1.49)  -0.285
N (1.03, -0.04, -1.65)  0.126
N (-0.54, 2.36, -2.04)  0.140
N (-2.07, 0.09, -0.97)  0.066
N (-0.23, -2.39, -1.13)  0.092
C (-0.67, 4.73, -2.13)  0.006
C (1.45, 3.64, -2.05)  -0.023
C (-3.98, 1.04, 1.91)  -0.019
C (-1.27, 3.47, -2.13)  -0.297
C (-2.76, 3.33, -2.23)  -0.011
C (-2.64, 1.21, 4.00)  -0.047
C (0.79, 2.42, -2.02)  -0.216
C (0.95, -2.45, -1.76)  -0.206
C (2.25, 1.12, 1.85)  -0.652
C (1.55, 1.14, -2.08)  -0.172
C (1.49, -3.38, 1.65)  0.008
C (-3.03, -1.54, -4.15)  -0.063
C (2.79, 1.18, -2.72)  0.016
C (2.26, 1.37, 3.35)  -0.052
C (-2.28, 2.88, 2.16)  -0.007
C (2.35, 2.47, 1.13)  -0.005
C (-4.38, -1.79, -3.94)  -0.072
C (-2.28, -0.91, -3.18)  -0.042
C (0.62, -4.76, -2.29)  0.000
C (1.41, -3.62, -2.36)  0.017
C (-1.02, -3.48, -1.09)  -0.287
C (0.60, -2.68, 3.87)  -0.055
C (-2.61, 1.43, 2.49)  -0.661
C (-0.83, -4.06, 2.38)  -0.004
C (2.99, -1.17, -2.44)  0.011
C (-4.97, -1.39, -2.75)  -0.068
C (-2.86, -0.54, -1.97)  -0.327
C (0.70, 4.81, -2.08)  -0.017
C (-0.61, -4.68, -1.66)  0.016
C (-2.37, -3.38, -0.46)  -0.005
C (0.23, -2.96, 2.40)  -0.637
C (1.70, -1.18, -1.92)  -0.191
C (-4.22, -0.77, -1.77)  -0.045
C (3.42, 0.22, 1.46)  -0.003
C (3.54, 0.03, -2.84)  0.002
H (1.39, -1.92, 3.93)  0.072
H (3.18, 1.87, 3.65)  0.110
H (-4.07, -0.05, 1.87)  0.096
H (-6.03, -1.56, -2.59)  0.115
H (1.20, 5.77, -2.07)  0.124
H (-1.53, 0.88, -1.39)  0.055
H (-3.15, 3.51, 2.32)  0.103
H (2.19, 0.43, 3.91)  0.072
H (-1.47, 3.25, 2.79)  0.090
H (-4.97, -2.28, -4.70)  0.112
H (-2.58, -1.84, -5.09)  0.112
H (0.96, -3.58, 4.35)  0.110
H (0.96, -5.68, -2.72)  0.129
H (3.36, -0.06, 0.41)  0.078
H (-4.68, -0.49, -0.82)  0.109
H (-1.98, 2.97, 1.11)  0.078
H (-1.66, 1.47, 4.43)  0.071
H (1.97, -4.21, 2.18)  0.108
H (3.15, 2.11, -3.14)  0.121
H (3.07, 3.11, 1.65)  0.103
H (-1.23, -0.68, -3.36)  0.107
H (-2.66, 0.46, -0.23)  0.060
H (1.38, 2.96, 1.12)  0.096
H (-3.03, 2.44, -2.80)  0.082
H (4.53, 0.06, -3.28)  0.132
H (1.26, -3.72, 0.64)  0.072
H (-2.38, -2.59, 0.29)  0.078
H (-1.79, -3.65, 2.71)  0.102
H (-3.10, -3.14, -1.23)  0.088
H (-1.25, -5.55, -1.61)  0.133
H (-3.39, 1.85, 4.47)  0.108
H (-2.66, -4.32, -0.01)  0.096
H (2.53, 3.69, -2.03)  0.113
H (2.35, -3.65, -2.89)  0.116
H (-0.94, -4.48, 1.38)  0.065
H (3.55, -2.08, -2.56)  0.120
H (-3.20, 4.20, -2.72)  0.090
H (-1.28, 5.62, -2.17)  0.126
H (2.20, -2.55, 1.60)  0.079
H (-4.78, 1.42, 2.54)  0.102
H (-0.55, -4.86, 3.05)  0.104
H (-4.13, 1.46, 0.91)  0.077
H (2.70, 2.32, 0.11)  0.066
H (-2.87, 0.17, 4.23)  0.097
H (3.44, -0.68, 2.07)  0.083
H (-3.22, 3.25, -1.24)  0.077
H (-0.29, -2.33, 4.41)  0.090
H (4.36, 0.76, 1.62)  0.106
H (1.42, 2.02, 3.63)  0.089

## Properties
**Net charge**: +2
**Spin multiplicity**: 2
**Highest occupied orbital energy (alpha / beta)**: -13.36 / -13.35 eV
**Energy relative to the best compared isomer or geometry (same formula, charge and spin)**: 10.9 kcal/mol
**LUMO energy (alpha / beta)**: -5.638 / -8.508 eV

=====

| no. | E_tot (hartree) |
| --- | --- |
| 1 | -2188.66150 |
| 2 | -1079.32253 |
| 3 | -568.51817 |
| 4 | -328.61386 |
| 5 | -2176.61433 |
| 6 | -1175.42288 |
| 7 | -5867.94575 |
| 8 | -4084.56364 |